Entry from the OMol25 dataset: a structure of composition C36H46BaBrF4N4O4S3 at a distorted geometry (ωB97M-V/def2-TZVPD).

Values from the calculation:
Kohn-Sham gap: 6.4 eV
Highest occupied orbital energy: -4.44 eV
Net charge: -1

Positions of all 99 atoms, in Å:
Ba: -0.68451 0.86545 0.11854
C: -1.04967 -3.66690 2.52565
C: -0.96011 -2.36040 1.73512
N: -1.53647 -1.17384 2.37026
C: -0.99157 -0.88309 3.69303
C: 0.51944 -0.72643 3.69506
C: -3.00416 -1.16211 2.36677
C: -3.59110 -0.37451 1.19282
N: -2.97277 0.92673 1.17903
C: -3.60156 2.06483 0.94611
C: -2.86742 3.27275 1.14016
F: -1.57266 3.16316 1.58492
C: -3.38240 4.52635 0.95334
F: -2.59939 5.59798 1.20618
C: -4.68301 4.72850 0.52295
C: -5.42549 3.58237 0.29618
F: -6.69729 3.71314 -0.13947
C: -4.92905 2.31455 0.48734
F: -5.75581 1.27123 0.20406
H: -0.65804 -4.48683 1.92031
H: -2.07852 -3.90810 2.80115
H: -0.45495 -3.62210 3.43978
H: -1.45603 -2.47251 0.77182
H: 0.09123 -2.16018 1.50291
H: -1.28613 -1.65091 4.42863
H: -1.44607 0.05442 4.02019
H: 1.03735 -1.66742 3.50473
H: 0.85539 -0.35034 4.66236
H: 0.83843 -0.02013 2.92730
H: -3.34276 -0.67753 3.28504
H: -3.41402 -2.18277 2.37420
H: -4.67763 -0.36075 1.30724
H: -3.38179 -0.92391 0.25956
H: -5.08631 5.71479 0.35695
O: 3.30616 -0.57314 1.92676
C: 3.15117 -1.79677 1.38529
C: 3.53443 -2.92116 2.11498
C: 3.36970 -4.18973 1.58115
C: 2.82232 -4.35924 0.31763
C: 2.44512 -3.23897 -0.41237
C: 2.60409 -1.96015 0.09823
C: 2.17750 -0.73143 -0.69295
O: 1.55622 0.20281 0.08244
N: 3.41540 -0.18061 -1.33138
N: 3.02721 0.73772 -2.34197
C: 2.78883 1.93177 -1.97660
C: 3.01405 2.58090 -0.66939
Br: 1.66506 3.85913 -0.22668
C: 4.07955 2.43220 0.10706
C: 4.34601 3.18422 1.35513
C: 3.70611 2.84096 2.54303
C: 3.97036 3.54406 3.70903
C: 4.87607 4.59473 3.70339
C: 5.51962 4.93933 2.52376
C: 5.25870 4.23639 1.35690
H: 2.71778 0.02635 1.37310
H: 3.95297 -2.77712 3.10379
H: 3.66739 -5.05453 2.16190
H: 2.69044 -5.35194 -0.09479
H: 2.00657 -3.35253 -1.39937
H: 1.50859 -1.06929 -1.50998
H: 3.82302 -0.95428 -1.84787
H: 2.39211 2.58084 -2.75310
H: 4.79293 1.67307 -0.19533
H: 3.00266 2.01919 2.55082
H: 3.46315 3.26899 4.62553
H: 5.07796 5.14411 4.61445
H: 6.22502 5.76127 2.50987
H: 5.75506 4.50931 0.43362
C: -2.88818 -5.60208 -1.58793
C: -2.07622 -4.32620 -1.39735
C: -2.03847 -3.47822 -2.65920
S: -0.85368 -2.11771 -2.46256
O: -1.41743 -1.26658 -1.36505
C: -1.16236 -1.24860 -4.03281
C: 0.15483 -0.93774 -4.73498
C: 0.86233 -2.18381 -5.25720
H: -2.91469 -6.18674 -0.66807
H: -2.45798 -6.22700 -2.37341
H: -3.91766 -5.37061 -1.86829
H: -1.05392 -4.57233 -1.09242
H: -2.51006 -3.73184 -0.59189
H: -3.01590 -3.04384 -2.88157
H: -1.70303 -4.05295 -3.52823
H: -1.66096 -0.32688 -3.72607
H: -1.83461 -1.84388 -4.65463
H: 0.80270 -0.38386 -4.05137
H: -0.06223 -0.24737 -5.55232
H: 1.09501 -2.87624 -4.44308
H: 1.80241 -1.92138 -5.74274
H: 0.24191 -2.71473 -5.98465
C: -2.19683 5.45154 -2.23782
O: -1.57389 4.18577 -2.05829
C: -1.42739 3.39992 -3.14582
S: -1.97129 3.86309 -4.64083
S: -0.63539 1.93509 -2.80774
H: -2.14063 5.94639 -1.27364
H: -3.23558 5.32630 -2.54573
H: -1.67529 6.03053 -3.00063

Forces on the atoms, in the same order (eV/Å):
Ba -0.389 0.666 -0.345
C 0.015 0.053 -0.013
C 0.017 -0.042 0.024
N 0.073 -0.001 -0.060
C 0.018 0.027 0.018
C -0.054 -0.053 -0.006
C -0.028 0.017 -0.022
C -0.038 -0.102 0.024
N -0.598 -0.083 0.582
C -0.376 0.227 -0.088
C 0.008 0.055 0.062
F -0.141 0.009 -0.048
C -0.051 0.092 -0.021
F -0.002 -0.068 -0.010
C 0.010 -0.010 -0.003
C 0.024 0.111 0.010
F 0.030 -0.050 0.009
C 0.020 -0.066 0.032
F 0.079 0.019 0.024
H 0.005 -0.004 0.004
H 0.003 -0.005 0.000
H -0.007 -0.016 0.003
H -0.024 0.002 -0.017
H -0.019 0.000 0.005
H 0.004 0.017 0.016
H -0.018 -0.007 -0.014
H 0.024 0.017 -0.013
H 0.008 -0.005 -0.001
H 0.026 0.016 -0.009
H 0.016 -0.002 0.008
H 0.011 0.004 0.002
H -0.008 -0.031 -0.006
H -0.026 0.003 0.005
H 0.001 -0.006 0.001
O -0.368 0.339 -0.251
C -0.042 -0.249 -0.217
C -0.019 0.155 0.026
C 0.003 -0.037 -0.024
C 0.001 -0.098 -0.016
C -0.013 0.058 0.055
C 0.021 0.164 0.058
C 0.136 -0.079 0.188
O 1.450 -0.582 0.301
N 0.023 0.033 0.035
N -0.047 0.083 -0.091
C 0.001 -0.197 -0.092
C 0.119 0.072 0.231
Br -0.029 -0.115 -0.001
C -0.127 0.032 -0.092
C 0.037 -0.005 -0.005
C 0.045 0.049 -0.007
C -0.031 -0.036 0.006
C -0.002 0.007 0.005
C 0.027 0.027 -0.006
C -0.034 -0.046 0.037
H 0.264 -0.254 0.058
H -0.006 0.003 -0.008
H 0.001 0.003 0.005
H 0.001 0.007 0.007
H -0.001 0.015 0.000
H 0.012 -0.005 -0.041
H -0.028 -0.003 0.018
H 0.013 0.007 0.001
H 0.017 0.006 -0.027
H -0.011 -0.011 0.006
H 0.004 0.003 -0.005
H -0.001 -0.002 -0.005
H -0.006 -0.006 0.002
H -0.001 -0.002 -0.002
C 0.014 0.034 -0.017
C -0.018 -0.029 0.015
C 0.132 0.130 0.034
S -0.171 -0.406 -0.495
O -0.094 0.122 0.211
C 0.125 -0.027 0.069
C -0.046 -0.021 -0.007
C -0.039 0.058 0.022
H -0.005 -0.004 -0.004
H -0.013 -0.009 0.003
H 0.000 -0.012 -0.005
H -0.011 -0.006 0.002
H 0.025 0.011 0.009
H 0.005 0.053 -0.015
H 0.047 0.013 0.025
H -0.027 0.010 0.006
H 0.033 -0.046 0.024
H 0.021 -0.001 0.003
H 0.001 0.010 0.006
H 0.013 -0.010 -0.016
H 0.002 -0.015 0.001
H 0.007 -0.009 0.004
C -0.065 0.125 0.001
O 0.029 -0.022 -0.028
C -0.038 0.018 0.131
S -0.090 0.075 -0.295
S 0.141 -0.167 -0.121
H 0.009 -0.007 0.100
H 0.017 0.019 0.007
H -0.021 -0.009 0.027

Atom charges from the Löwdin analysis, given in e for atoms 1 to 4: atom 1 (Ba): 1.809, atom 2 (C): -0.069, atom 3 (C): -0.255, atom 4 (N): -0.220